1.
# C26H37BrN5O3PPtS

A structure of composition C26H37BrN5O3PPtS in a non-equilibrium geometry (ωB97M-V/def2-TZVPD, the Open Molecules 2025 dataset).

Geometry as ORCA input:
```
! wB97M-V def2-TZVPD RIJCOSX def2/J DEFGRID3
* xyz 2 3
Pt 0.4106 0.6246 0.7876
C -0.1175 0.6726 4.1306
O -0.4327 -0.0074 2.9220
C -1.3884 -0.9901 3.0011
C -2.3221 -1.0856 4.0220
C -3.2411 -2.1340 4.0263
Br -4.5355 -2.2107 5.4178
C -3.1989 -3.1286 3.0691
C -2.2555 -3.0496 2.0429
C -1.4049 -1.9370 1.9681
O -0.5693 -1.7373 0.8871
C -2.1368 -4.1580 1.1165
N -3.0799 -5.0393 0.8786
C -2.5541 -5.9590 0.0348
C -3.1261 -7.1060 -0.5332
C -2.3388 -7.8539 -1.3806
C -1.0134 -7.5000 -1.6595
C -0.4181 -6.3772 -1.0969
C -1.2036 -5.6137 -0.2562
N -0.9801 -4.4391 0.4246
H 0.0177 -0.0499 4.9381
H -0.8955 1.3910 4.4089
H 0.8263 1.1912 3.9573
H -2.3687 -0.3482 4.8060
H -3.8694 -3.9732 3.1054
H -0.9812 -2.1399 0.1099
H -4.1437 -7.3762 -0.3022
H -2.7492 -8.7361 -1.8459
H -0.4345 -8.1173 -2.3289
H 0.6091 -6.1225 -1.3099
H -0.0776 -4.0178 0.5784
C 3.4309 0.3238 -3.5447
N 2.9784 1.6719 -3.2586
C 1.8805 2.0393 -4.1347
N 0.7933 1.0891 -3.9961
C 1.2561 -0.2507 -4.2979
N 2.3410 -0.6289 -3.4096
C 1.9155 -0.7958 -2.0477
P 1.2507 0.8025 -1.3249
C 2.6824 1.8879 -1.8734
C 0.0973 1.1923 -2.7502
H 4.2383 0.0568 -2.8581
H 3.8057 0.2782 -4.5695
H 2.2267 2.0352 -5.1705
H 1.5310 3.0397 -3.8773
H 1.6253 -0.2812 -5.3242
H 0.4339 -0.9620 -4.2039
H 2.7592 -1.1339 -1.4389
H 1.1345 -1.5613 -2.0046
H 3.5647 1.6563 -1.2686
H 2.4054 2.9331 -1.7260
H -0.2825 2.2075 -2.6132
H -0.7394 0.4860 -2.7326
C 2.2911 5.7823 -0.3695
C 2.3371 5.4913 1.1239
C 2.3566 4.0082 1.4597
S 0.8137 3.0712 1.0419
O 0.5446 3.3269 -0.3806
C -0.5023 3.9399 1.9881
C -1.8348 3.7469 1.2817
C -2.3003 2.2947 1.2491
H 2.2743 6.8550 -0.5359
H 1.4007 5.3499 -0.8154
H 3.1720 5.3855 -0.8690
H 1.4943 5.9735 1.6216
H 3.2503 5.9240 1.5409
H 2.5015 3.8379 2.5235
H 3.1286 3.4774 0.9018
H -0.2385 4.9933 2.0331
H -0.4865 3.5185 2.9897
H -1.7214 4.1216 0.2624
H -2.5860 4.3599 1.7844
H -1.5138 1.6413 0.8266
H -3.1675 2.1957 0.6037
H -2.5695 1.9476 2.2437
*
```

As for the expectation value of S²: 2.04. Its highest occupied orbital energy (spin up / spin down) is -12.48 / -12.46 eV.

These are the Löwdin partial charges, in e, on atoms 1 to 6:
1 Pt 0.57
2 C -0.04
3 O -0.22
4 C -0.19
5 C -0.01
6 C -0.63


2.
# C26H37Ge2NO4Ti

A structure of composition C26H37Ge2NO4Ti in a non-equilibrium geometry (ωB97M-V/def2-TZVPD, the Open Molecules 2025 dataset).

Geometry as ORCA input:
```
! wB97M-V def2-TZVPD RIJCOSX def2/J DEFGRID3
* xyz 0 1
Ti 1.4730 -0.3105 -1.9060
N 4.6027 2.2249 -2.4622
C 3.4413 1.6025 -2.4996
O 3.2292 0.6299 -1.7305
C 2.3433 2.0262 -3.4220
C 1.5275 0.7683 -3.7635
H 5.3286 1.8865 -1.8501
H 4.8129 2.9508 -3.1246
H 2.7509 2.5800 -4.2731
H 1.7264 2.7267 -2.8486
H 2.1331 0.1384 -4.4276
H 0.6264 1.0382 -4.3082
C -3.5013 -0.5539 -2.8244
C -2.0955 -0.1645 -3.3056
Ge -0.9373 0.6092 -1.9234
C -1.1607 2.5451 -2.1691
C -2.6301 2.9847 -2.1316
C -1.6849 0.2204 -0.1525
C -0.8874 0.2284 0.9320
Ge 1.0040 0.5905 0.4866
C 2.5701 -0.2251 1.4450
C 2.5664 -0.8009 2.8654
C 1.2889 2.4852 0.8882
C 1.2799 2.7455 2.3998
C -1.4890 0.1235 2.3010
C -0.8592 -0.5698 3.3304
C -1.4349 -0.6856 4.5891
C -2.6598 -0.0873 4.8507
C -3.2976 0.6248 3.8414
C -2.7169 0.7283 2.5848
H -4.1106 -0.9700 -3.6321
H -4.0458 0.3041 -2.4231
H -3.4675 -1.3012 -2.0271
H -2.1593 0.5845 -4.1011
H -1.5933 -1.0300 -3.7457
H -0.7097 2.8312 -3.1267
H -0.5954 3.0577 -1.3896
H -3.2038 2.5443 -2.9508
H -2.7431 4.0702 -2.2110
H -3.1149 2.6805 -1.1992
H -2.7576 0.0644 -0.0058
H 3.2709 0.6163 1.3976
H 2.9789 -0.9815 0.7716
H 2.2105 -0.0870 3.6104
H 3.5751 -1.1038 3.1654
H 1.9440 -1.6940 2.9434
H 0.5209 3.0793 0.3927
H 2.2506 2.7865 0.4568
H 0.3270 2.4571 2.8513
H 1.4454 3.8010 2.6350
H 2.0606 2.1774 2.9114
H 0.0873 -1.0448 3.1322
H -0.9233 -1.2434 5.3650
H -3.1096 -0.1652 5.8328
H -4.2469 1.1103 4.0351
H -3.2093 1.3075 1.8124
O -1.7196 -3.1430 -1.1089
C -0.8175 -3.4828 -0.1785
C -1.3063 -4.1309 0.9598
C -0.4392 -4.5220 1.9535
C 0.9374 -4.2872 1.8544
C 1.4195 -3.6412 0.7397
C 0.5560 -3.2291 -0.2819
C 1.0976 -2.4536 -1.4001
O 2.3165 -2.0525 -1.4432
O 0.3337 -1.9857 -2.3122
H -1.2816 -2.6432 -1.8212
H -2.3721 -4.3016 1.0350
H -0.8372 -5.0157 2.8322
H 1.6075 -4.6007 2.6426
H 2.4742 -3.4224 0.6358
*
```

The calculation puts the energy above the lowest of the compared OMol25 structures with the same formula, charge and spin at 0.000 eV. Its highest occupied orbital energy is -7.11 eV.

These are the Löwdin partial charges, in e, on atoms 1 to 6:
1 Ti 0.76
2 N 0.23
3 C -0.48
4 O -0.09
5 C -0.18
6 C -0.25


3.
# C26H37MoN2

A structure of composition C26H37MoN2 in a non-equilibrium geometry (ωB97M-V/def2-TZVPD, the Open Molecules 2025 dataset).

Geometry as ORCA input:
```
! wB97M-V def2-TZVPD RIJCOSX def2/J DEFGRID3
* xyz 1 3
C -2.1086 1.7566 0.3853
C -2.3618 0.8869 -0.7291
C -1.4482 1.2286 -1.7656
C -0.5770 2.2772 -1.2933
C -1.0234 2.6422 0.0298
Mo -0.1199 0.6090 0.1183
C 2.8722 -0.4559 0.5083
C 1.7198 0.1585 1.3265
H 1.6122 -0.3045 2.3113
C 1.4814 1.5624 1.0821
H 2.1980 2.0540 0.3616
H 1.0141 2.2600 1.8084
C 3.8699 -1.2124 1.3782
H 3.4182 -2.0338 1.9143
H 4.6563 -1.6336 0.7247
H 4.3483 -0.5231 2.0632
C 3.7370 0.5614 -0.2986
H 3.1726 1.1036 -1.0501
H 4.2950 1.2606 0.3313
H 4.4719 -0.0505 -0.8445
C -3.4965 -0.0503 -0.8747
H -3.8692 -0.4045 0.0877
H -4.3319 0.4532 -1.3741
H -3.2423 -0.9277 -1.4782
C -1.5910 0.8276 -3.1884
H -1.4237 -0.2492 -3.3310
H -2.6089 1.0445 -3.5437
H -0.8939 1.3784 -3.8330
C 0.4082 3.0479 -2.1371
H 0.9999 2.3650 -2.7741
H -0.1193 3.7518 -2.8146
H 1.1118 3.6255 -1.5083
C -0.6576 3.8925 0.7870
H 0.3636 4.2317 0.5479
H -1.3665 4.7002 0.5067
H -0.7264 3.7475 1.8810
C -2.9882 1.8863 1.5792
H -2.4756 2.3835 2.4126
H -3.8844 2.4820 1.3397
H -3.3332 0.9018 1.9267
C 1.1868 -0.7651 -1.1621
C 2.3685 -1.3331 -0.5375
C 1.1428 -0.8723 -2.5555
C 3.2032 -2.3084 -1.2184
H 1.0895 -1.7112 -0.4928
C 2.0263 -1.6945 -3.2510
H 0.4424 -0.1884 -3.0573
C 2.9614 -2.5153 -2.5653
H 3.9893 -2.8036 -0.6283
H 1.9156 -1.7267 -4.3423
H 3.4772 -3.3343 -3.1407
C -2.6486 -4.2322 1.1179
C -1.9965 -2.9532 1.4749
C -1.7881 -2.3424 2.7052
C -1.1424 -1.1318 2.4807
N -0.9216 -1.0054 1.1349
N -1.4557 -2.1410 0.5578
C -0.7997 -0.0727 3.4398
H -2.0848 -5.0729 1.5429
H -3.6612 -4.2629 1.5399
H -2.7136 -4.3708 0.0332
H -2.0901 -2.7277 3.6720
H -1.4512 -2.2907 -0.4636
H -1.3294 0.8628 3.2324
H -1.0888 -0.4032 4.4415
H 0.2657 0.1621 3.4680
*
```

As for the expectation value of S²: 2.02. Its highest occupied orbital energy (spin up / spin down) is -9.77 / -10.27 eV.

These are the natural (NBO) partial charges, in e, on atoms 1 to 6:
1 C -0.09
2 C -0.03
3 C -0.06
4 C -0.05
5 C -0.06
6 Mo 0.71


4.
# C26H37N3O6S

A structure of composition C26H37N3O6S in a non-equilibrium geometry (ωB97M-V/def2-TZVPD, the Open Molecules 2025 dataset).

Geometry as ORCA input:
```
! wB97M-V def2-TZVPD RIJCOSX def2/J DEFGRID3
* xyz 0 1
C 1.2204 3.4832 3.5372
C 1.7788 3.5134 2.4795
C 2.3974 3.4506 1.1755
C 1.9645 2.2196 0.4141
C 0.7490 2.0636 -0.1652
C -0.2286 3.2095 -0.0319
C -0.7865 3.7088 -1.3495
O -0.0985 3.9171 -2.2986
O -2.1532 3.9435 -1.4142
C -2.6730 4.6072 -0.3201
C -3.7633 3.9437 0.4464
O -2.2763 5.7026 -0.0262
C 0.4129 0.8330 -0.8564
C -0.9824 0.6855 -1.4233
C -2.1005 0.7355 -0.3421
C -3.0460 -0.4534 -0.5331
C -4.2868 -0.4110 0.3610
N -3.9383 -0.4650 1.8041
C 1.2895 -0.2026 -0.9804
C 0.9470 -1.4923 -1.7051
C 2.1168 -2.2897 -2.3221
C 2.3630 -3.5819 -1.5524
C 3.2230 -4.5876 -2.3415
C 4.4932 -5.0352 -1.6238
C 4.3294 -6.2544 -0.6932
O 2.9832 -6.5341 -0.2991
C 2.5693 -5.9549 0.8590
C 3.4149 -6.0810 2.0971
O 1.5028 -5.3958 0.9068
C 2.5599 -0.0467 -0.3441
N 3.5617 -0.9238 -0.2688
S 4.7602 -0.2758 0.5463
N 4.1097 1.1693 0.8766
C 2.9016 1.1560 0.3399
H 0.7723 3.5114 4.4935
H 2.1877 4.3597 0.6184
H 3.4755 3.4229 1.2872
H -1.0287 2.8980 0.6357
H 0.2200 4.0707 0.4410
H -3.4001 3.1185 1.0547
H -4.2533 4.6702 1.0692
H -4.5297 3.5349 -0.2093
H -1.1198 1.4643 -2.1713
H -1.1190 -0.2474 -1.9418
H -1.6408 0.7063 0.6411
H -2.6865 1.6325 -0.4885
H -2.4777 -1.3626 -0.3206
H -3.3074 -0.5089 -1.5901
H -4.8351 0.5003 0.1410
H -4.8758 -1.2900 0.1212
H -3.7165 0.4878 2.0778
H -3.0379 -0.9324 1.8587
H 0.3996 -2.1143 -0.9969
H 0.2488 -1.2994 -2.5054
H 3.0204 -1.7016 -2.4055
H 1.8257 -2.5927 -3.3266
H 1.4176 -4.0614 -1.3243
H 2.8304 -3.3621 -0.5973
H 2.6430 -5.4399 -2.6799
H 3.5434 -4.0820 -3.2529
H 4.9348 -4.1971 -1.0902
H 5.2142 -5.3326 -2.3821
H 4.6724 -7.1297 -1.2335
H 4.9993 -6.1460 0.1575
H 4.2477 -6.7641 1.9674
H 3.8447 -5.1011 2.2963
H 2.8028 -6.3382 2.9489
C -7.0394 6.1887 2.2033
O -6.3484 5.9295 0.9829
H -7.9879 5.6604 2.1647
H -6.4656 5.8271 3.0609
H -7.2320 7.2575 2.3212
H -5.5136 6.4059 1.0211
*
```

Its highest occupied orbital energy is -8.73 eV.

These are the Löwdin partial charges, in e, on atoms 1 to 6:
1 C 0.13
2 C -0.13
3 C -0.15
4 C -0.11
5 C -0.08
6 C -0.02


5.
# C26H38AsN4O8RuS7

A structure of composition C26H38AsN4O8RuS7 in a non-equilibrium geometry (ωB97M-V/def2-TZVPD, the Open Molecules 2025 dataset).

Geometry as ORCA input:
```
! wB97M-V def2-TZVPD RIJCOSX def2/J DEFGRID3
* xyz -2 2
Ru 0.7861 1.6012 -0.1010
C -1.8247 3.7749 1.0199
C -0.7509 3.7998 2.1191
N 0.5721 3.6263 1.5489
C 1.2424 4.8265 1.0867
C 0.7610 5.3586 -0.2640
S 0.5940 4.0780 -1.5672
C -1.1889 4.1627 -1.9897
C -2.0484 3.0990 -1.2891
N -1.5139 2.7702 0.0159
H -1.8711 4.7520 0.5317
H -2.8018 3.5779 1.4865
H -0.9374 2.9709 2.8073
H -0.8242 4.7496 2.6808
H 1.1757 3.1697 2.2290
H 2.3062 4.5838 0.9893
H 1.1465 5.6461 1.8244
H 1.5265 6.0373 -0.6463
H -0.1894 5.8848 -0.1952
H -1.2147 4.0010 -3.0664
H -1.5152 5.1828 -1.7802
H -2.0612 2.1981 -1.9055
H -3.0831 3.4775 -1.2116
H -1.8452 1.8529 0.3615
S 3.9761 4.1346 -1.0850
As 3.7713 2.0323 -0.7747
S 3.0028 1.6000 1.2411
S 2.2889 1.0809 -2.0856
S 5.7205 1.2373 -1.0414
C 2.4203 -4.7705 1.1939
C 2.3077 -3.7470 2.2812
C 2.8331 -2.4714 2.0855
C 2.6737 -1.4906 3.0454
C 1.9821 -1.7884 4.2037
C 1.4791 -3.0519 4.4343
C 1.6490 -4.0342 3.4717
S 1.6517 -0.4707 5.3627
O 2.8591 0.2671 5.6035
O 1.0012 -1.0230 6.5316
N 0.5729 0.5635 4.6368
C -0.8145 0.1558 4.6991
C -1.2615 -0.6765 3.4974
C -1.1376 0.2069 2.2333
O -2.1764 0.6099 1.6969
O 0.0430 0.4886 1.9189
H 3.4500 -4.8547 0.8482
H 1.8061 -4.4435 0.3548
H 2.0725 -5.7478 1.5276
H 3.3526 -2.2407 1.1673
H 3.0716 -0.4971 2.9037
H 0.9559 -3.2453 5.3599
H 1.2540 -5.0292 3.6410
H 0.8459 0.7392 3.6664
H -1.4298 1.0637 4.7528
H -0.9409 -0.3966 5.6355
H -2.2976 -0.9880 3.6239
H -0.6244 -1.5538 3.3835
C 1.2616 -4.6231 -5.1589
C 0.2956 -3.5008 -4.9162
C -1.0408 -3.6192 -5.2790
C -1.9212 -2.5730 -5.0609
C -1.4615 -1.4054 -4.4855
C -0.1436 -1.2728 -4.0961
C 0.7320 -2.3195 -4.3229
S -2.6386 -0.1025 -4.1174
O -2.1188 1.1828 -4.5002
O -3.9051 -0.4798 -4.7052
N -2.7959 -0.1069 -2.4851
C -3.1166 -1.3977 -1.9041
C -2.3827 -1.5801 -0.5772
C -0.8465 -1.3029 -0.7034
O -0.0688 -2.2189 -0.4786
O -0.5680 -0.1196 -1.0716
H 0.7687 -5.4649 -5.6433
H 1.6939 -4.9620 -4.2180
H 2.0747 -4.2789 -5.7976
H -1.3975 -4.5403 -5.7222
H -2.9652 -2.6375 -5.3312
H 0.1912 -0.3638 -3.6224
H 1.7616 -2.2199 -4.0169
H -1.8969 0.1908 -2.0618
H -2.8260 -2.2016 -2.5959
H -4.2071 -1.4489 -1.7724
H -2.5035 -2.6022 -0.2130
H -2.7744 -0.8751 0.1580
*
```

As for the expectation value of S²: 0.83. The calculation puts the energy above the lowest of the compared OMol25 structures with the same formula, charge and spin at 3.195 eV. Its highest occupied orbital energy (spin up / spin down) is -1.72 / -1.72 eV.

These are the Löwdin partial charges, in e, on atoms 1 to 6:
1 Ru 0.86
2 C -0.20
3 C -0.19
4 N -0.16
5 C -0.31
6 C -0.45


6.
# C26H38BrHgNOP2

A structure of composition C26H38BrHgNOP2 in a non-equilibrium geometry (ωB97M-V/def2-TZVPD, the Open Molecules 2025 dataset).

Geometry as ORCA input:
```
! wB97M-V def2-TZVPD RIJCOSX def2/J DEFGRID3
* xyz 2 1
C -0.5077 5.4296 -2.6151
C -0.6500 4.1474 -3.2219
C -0.7948 4.1162 -4.6257
C -0.8061 5.3316 -5.3380
N -0.7340 6.5179 -4.7417
C -0.5402 6.5864 -3.4292
C -0.7297 2.9489 -2.3954
C -0.9189 2.5344 -1.1802
C -1.2714 2.4532 0.2139
C -0.2311 2.3529 1.1381
C -0.5058 1.9530 2.4450
C -1.8229 1.5917 2.7770
C -2.8668 1.7388 1.8567
C -2.5795 2.1046 0.5598
Hg -0.9737 0.6742 -2.1259
P 2.9461 -0.9758 2.7419
H -1.0015 3.1764 -5.1366
H -0.4888 5.5085 -1.5280
H -0.9124 5.3320 -6.4233
H -0.4378 7.5661 -2.9566
H -3.3786 2.1231 -0.1745
H 0.7643 2.5534 0.7603
H -3.8724 1.5516 2.1871
H 0.2994 1.9478 3.1835
C 2.9930 -2.6740 3.3283
C 3.7739 -3.6649 2.4715
H 1.9380 -2.9771 3.3709
H 3.3780 -2.6718 4.3546
H 3.7765 -4.6384 2.9742
H 3.3112 -3.7872 1.4863
H 4.8125 -3.3576 2.3076
C 2.3393 -0.9085 1.0306
C 2.6509 0.3485 0.2285
H 1.2539 -1.0561 1.0991
H 2.7172 -1.7986 0.4970
H 2.5414 0.1396 -0.8396
H 1.9275 1.1363 0.4640
H 3.6656 0.7193 0.3854
C 4.5374 -0.1182 2.8827
C 5.7944 -0.8176 2.3337
H 4.6858 0.1130 3.9511
H 4.3966 0.8539 2.3800
H 6.6467 -0.1262 2.4138
H 6.0495 -1.7170 2.9112
H 5.6822 -1.0919 1.2727
Br -2.2427 0.9816 4.4607
P -2.1442 -1.0238 -1.0663
C -0.8603 -2.3179 -1.1528
C -1.2802 -3.7825 -1.3145
H -0.3030 -2.2166 -0.1974
H -0.1512 -2.0512 -1.9436
H -0.3989 -4.3250 -1.6872
H -1.5579 -4.2681 -0.3623
H -2.0927 -3.9333 -2.0365
C -2.8435 -1.7078 0.5038
C -3.9276 -2.8125 0.3735
H -3.2116 -0.8529 1.1007
H -1.9833 -2.1126 1.0502
H -4.4870 -2.8607 1.3171
H -4.6749 -2.6389 -0.4232
H -3.5502 -3.8391 0.2274
C -3.5267 -1.1280 -2.2398
C -3.2220 -2.0363 -3.3975
H -3.7232 -0.0987 -2.5841
H -4.4351 -1.4216 -1.7146
H -3.5847 -1.5678 -4.3154
H -2.1480 -2.2359 -3.5329
H -3.7151 -3.0104 -3.3125
O 1.3230 0.2637 4.9457
C 1.8836 -0.1730 4.0273
*
```

Its highest occupied orbital energy (spin up / spin down) is -11.92 / -13.10 eV.

These are the natural (NBO) partial charges, in e, on atoms 1 to 6:
1 C -0.20
2 C -0.15
3 C -0.20
4 C 0.05
5 N -0.37
6 C 0.05